16
Properties=species:S:1:pos:R:3 method="wB97M-V/def2-TZVPD" charge=-1 de_lowest_kcal_mol=12.5 largest_force_ev_per_a=0.84 homo_lumo_gap_ev=8.406
C -1.90 0.50 -0.22
C -1.65 1.42 0.93
O -2.18 2.51 1.13
N -0.86 0.86 1.89
H -1.90 -0.51 0.18
H -1.13 0.47 -1.01
H -0.56 1.41 2.68
H -0.39 -0.02 1.69
H -2.83 0.72 -0.75
C 2.56 -0.93 -1.07
C 1.05 -1.18 -0.85
O 0.80 -1.82 0.21
O 0.21 -0.75 -1.66
H 3.02 -1.86 -1.39
H 2.91 -0.71 -0.06
H 2.85 -0.10 -1.70


16
Properties=species:S:1:pos:R:3 method="wB97M-V/def2-TZVPD" spin_multiplicity=2 de_lowest_kcal_mol=5.8 s2=0.76 largest_force_ev_per_a=2.08 homo_lumo_gap_ev="10.090 / 5.717"
C 1.37 -1.25 -2.53
C -0.05 -0.51 -2.72
O -0.85 -0.73 -1.83
O -0.06 0.13 -3.77
H 2.02 -0.83 -3.28
H 1.18 -2.28 -2.79
H 1.62 -1.14 -1.48
C -0.60 1.23 3.04
C -0.94 0.26 1.94
O -1.91 -0.47 1.99
N -0.13 0.30 0.83
H -0.52 -0.20 0.05
H 0.48 1.07 0.63
H 0.42 1.64 2.90
H -0.67 0.76 4.02
H -1.36 2.01 2.98


16
Properties=species:S:1:pos:R:3 method="wB97M-V/def2-TZVPD" spin_multiplicity=2 de_lowest_kcal_mol=0.8 s2=0.75 largest_force_ev_per_a=1.06 homo_lumo_gap_ev="10.302 / 6.324"
C -0.52 -1.99 0.31
C 0.09 -1.52 1.60
O 0.94 -2.13 2.20
N -0.43 -0.33 2.08
H 0.12 0.11 2.80
H -0.91 0.27 1.44
H -1.35 -2.66 0.52
H 0.21 -2.52 -0.28
H -0.88 -1.15 -0.28
C 0.60 2.69 -1.86
C -0.09 1.35 -1.56
O -1.28 1.20 -1.62
O 0.84 0.50 -1.28
H 1.64 2.75 -1.52
H 0.04 3.51 -1.41
H 0.58 2.73 -2.95


15
Properties=species:S:1:pos:R:3 method="wB97M-V/def2-TZVPD" smiles="CNC(=O)CC[S-]" charge=-1 de_lowest_kcal_mol=34.5 largest_force_ev_per_a=5.14 homo_lumo_gap_ev=6.891
C 1.59 0.39 -1.46
N 0.24 0.56 -1.00
C -0.48 -0.68 -0.84
O -0.20 -1.61 -1.58
C -1.22 -0.50 0.53
C -0.62 0.02 1.87
S -0.43 1.84 1.95
H 1.76 -0.69 -1.31
H 1.50 0.65 -2.53
H 2.31 0.90 -0.84
H 0.00 1.23 -0.24
H -1.84 0.29 0.21
H -1.76 -1.54 0.50
H 0.27 -0.51 2.02
H -1.12 -0.33 2.72


Number 1: DFT total energy -11912.7528 eV. Number 2: DFT total energy -11908.7174 eV. Number 3: DFT total energy -11908.9349 eV. Number 4: DFT total energy -18650.7125 eV.